The following is a quantum chemistry calculation of 2 unconnected molecules or ions with the total composition C2HO4S at a distorted geometry, from OMol25.

## Properties
Molecular weight (g/mol): 121.1
Energy relative to the best compared isomer or geometry (same formula, charge and spin) (eV): 2.808
DFT total energy (a.u.): -775.92182
Kohn-Sham gap (eV): 5.497
LUMO energy (eV): 2.95

Geometry as ORCA input:
```
! wB97M-V def2-TZVPD RIJCOSX def2/J DEFGRID3
* xyz -1 1
C -0.15934 1.21534 -0.50915
C -1.35285 1.41957 0.00606
O -2.48351 1.43598 0.50911
O 3.75943 -0.74706 0.88827
O 4.46250 1.31204 -0.15206
O 1.03075 0.94384 -0.03934
S 3.58004 0.13646 -0.24217
H -0.26367 1.36473 -1.75693
*
```

Results of the Mulliken charge analysis, in e, for atoms 1 through 4: atom 1 (C): -0.30, atom 2 (C): 0.55, atom 3 (O): -0.59, atom 4 (O): -0.43